Entry 1:
Density functional theory data (wB97M-V/def2-TZVPD) for an isolated ion of composition CH3N4O and charge -1.

```
9
Properties=species:S:1:pos:R:3:mulliken_charge:R:1
N 0.5308 -1.1350 2.6892 -0.563
C 0.6281 -0.6709 1.6231 0.420
N 0.7280 -0.1462 0.4392 0.153
O 1.2530 -0.7273 -0.6307 -0.839
N -0.7084 0.4072 0.0579 -0.396
N -0.6217 0.7476 -1.3795 -0.644
H -0.6402 1.2112 0.5637 0.256
H -1.3938 0.2727 -1.8164 0.241
H 0.2240 0.0408 -1.5465 0.373
```

Summary:
- Charge: -1
- SMILES: N#CN([O-])NN
- Frontier orbital gap: 0.2758 Ha
- HOMO: -0.0994 Eh
- Energy above the lowest of the compared OMol25 structures with the same formula, charge and spin: 2.890 eV
- LUMO level: 0.17641 Eh

=====

Entry 2:
Density functional theory data (wB97M-V/def2-TZVPD) for C18H25BBr2ClN3OV as an isolated structure.

```
52
Properties=species:S:1:pos:R:3:mulliken_charge:R:1
C 0.2246 -3.1346 2.2922 -0.720
C 0.7270 -3.4510 0.8775 -0.443
N -0.1927 -2.9383 -0.1764 0.172
C -0.2309 -1.5314 -0.2563 -1.089
N 0.8516 -0.8383 -0.5211 -0.406
C 0.7619 0.5041 -0.5852 -0.119
C 1.9308 1.2668 -0.8675 1.103
C 3.2262 0.6184 -1.0195 -1.867
C 3.9713 0.7748 0.3973 0.372
C 4.3458 -0.6171 0.9265 -1.248
Cl 5.3833 1.8201 0.2452 -0.065
C 1.8039 2.7608 -0.9571 1.203
C 2.9797 3.5898 -1.2693 -1.860
C 0.5703 3.3556 -0.7289 -0.804
C -0.5747 2.6182 -0.4442 0.244
B -1.9813 3.3671 -0.2097 0.361
C -2.1609 4.2960 1.0186 -0.912
O -2.8907 3.1784 -1.2046 -0.492
C -0.4715 1.1487 -0.3752 0.164
N -1.5718 0.4593 -0.0985 -0.233
C -1.4841 -0.8667 -0.0235 0.947
C -2.7214 -1.6850 0.2719 -1.032
Br -4.2052 -0.3317 0.5396 0.103
C -3.1214 -2.7653 -0.8181 -0.381
C -4.5520 -2.7122 -1.3364 -1.081
Br -2.9655 -4.5491 0.0515 0.142
H 0.9603 -2.5741 2.8665 0.310
H -0.0377 -4.0408 2.8337 0.298
H -0.6761 -2.5108 2.2560 0.079
H 1.7483 -3.0961 0.7219 0.300
H 0.7478 -4.5316 0.7333 0.449
H 0.1465 -3.2837 -1.0731 0.408
H 3.8333 1.0911 -1.7895 0.642
H 3.1122 -0.4355 -1.2565 0.545
H 3.3237 1.2718 1.1248 0.351
H 5.2176 -0.5408 1.5762 0.444
H 4.6172 -1.2809 0.1046 0.375
H 3.5096 -1.0546 1.4745 0.216
H 3.6111 3.6897 -0.3665 0.343
H 3.6257 3.1370 -2.0243 0.364
H 2.6833 4.5809 -1.6118 0.521
H 0.5154 4.4364 -0.7906 0.513
H -3.2196 4.4350 1.2467 0.381
H -1.7632 5.2786 0.7242 0.337
H -1.6162 4.0007 1.9185 0.361
H -3.7653 2.9223 -0.8900 0.319
H -2.6072 -2.2268 1.2973 0.974
H -2.4008 -2.7763 -1.6333 0.599
H -4.7404 -1.8597 -1.9880 0.390
H -5.3440 -2.7915 -0.5688 0.425
H -4.6874 -3.6214 -1.9268 0.449
V -4.4463 -2.5565 1.3124 0.550
```

Summary:
- Charge: +3
- Frontier orbital gap: 0.0962 Ha
- HOMO: -0.6066 Eh
- LUMO level: -0.51041 Eh

=====

Entry 3:
Density functional theory data (wB97M-V/def2-TZVPD) for one molecule with the formula C14H23N3O5S.

```
46
Properties=species:S:1:pos:R:3:mulliken_charge:R:1
C 0.7407 -4.4098 4.7820 -1.032
N 1.5115 -3.8527 3.7523 0.218
C 2.8910 -3.5172 3.9619 -0.937
C 0.9283 -3.6661 2.4819 0.613
O -0.1361 -4.2657 2.2970 -0.717
O 1.6062 -3.0217 1.4677 -0.396
C 0.7790 -2.6624 0.3204 -0.957
C 0.1600 -1.2540 0.4168 0.577
O 0.4511 -0.4150 -0.7703 -0.429
C -0.5063 -0.3348 -1.8588 0.110
S 0.5195 0.8050 -2.8041 -0.413
C -0.3681 2.0661 -2.2427 0.501
N -0.0771 3.3975 -2.5263 0.120
C -1.0598 4.5575 -2.1852 -0.654
C -0.4568 5.7735 -2.9988 -0.481
C 1.0124 5.4026 -3.3086 -0.600
C 1.1944 3.8744 -3.1005 -0.592
N -1.4014 1.7367 -1.6649 -0.711
C -1.7674 0.2656 -1.4939 0.150
C -2.1844 -0.1384 -0.1356 -0.825
O -3.6289 -0.3935 0.0302 -0.591
C -1.4022 -1.3987 0.4757 -0.285
O -1.7211 -1.8533 1.8008 -0.647
H -0.2721 -4.1002 4.5835 0.312
H 0.8084 -5.5381 4.7494 0.282
H 0.9432 -4.0690 5.7653 0.431
H 3.4599 -4.0233 3.2028 0.315
H 3.3037 -3.8300 4.9317 0.363
H 3.0319 -2.4449 3.8141 0.285
H 1.3181 -2.7981 -0.6420 0.349
H -0.1039 -3.3886 0.2492 0.457
H 0.5034 -0.6190 1.2745 0.339
H -0.5192 -1.3417 -2.3051 0.510
H -1.1827 4.7410 -1.1089 0.323
H -1.9558 4.3915 -2.5561 0.362
H -0.3635 6.6316 -2.3173 0.245
H -0.9903 5.9683 -3.9345 0.366
H 1.2872 5.5545 -4.3156 0.301
H 1.7738 5.9383 -2.6350 0.275
H 2.0181 3.6561 -2.4098 0.292
H 1.3755 3.4397 -4.0870 0.301
H -2.6111 -0.0126 -2.2319 0.289
H -1.8803 0.6222 0.5376 0.405
H -3.7664 -0.3013 0.9472 0.355
H -1.7312 -2.3699 -0.0638 0.427
H -1.5308 -2.8021 1.8543 0.395
```

Summary:
- SMILES: CN(C)C(=O)OC[C@H]1O[C@@H]2SC(N3CCCC3)=N[C@@H]2[C@@H](O)[C@@H]1O
- Frontier orbital gap: 0.3302 Ha
- HOMO: -0.3041 Eh
- Energy above the lowest of the compared OMol25 structures with the same formula, charge and spin: 4.923 eV
- LUMO level: 0.02610 Eh

=====

Entry 4:
Density functional theory data (wB97M-V/def2-TZVPD) for C36H44BCl2F4IrN3O3P as an isolated structure.

```
95
Properties=species:S:1:pos:R:3:lowdin_spin:R:1
Ir -0.1134 0.1459 0.5719 0.170
Cl -4.6546 -1.6991 1.4719 0.000
C -3.7746 -0.5439 2.3909 -0.001
C -4.3543 0.0066 3.5512 0.001
C -3.6633 0.8939 4.3255 0.000
Cl -4.3837 1.5244 5.7635 0.000
C -2.3492 1.2928 3.9695 0.000
C -1.5155 2.1292 4.7376 -0.002
C -0.2406 2.3887 4.3112 0.000
C 0.2008 1.8639 3.0911 -0.001
N -0.5646 1.1070 2.3303 0.002
C -1.8199 0.7695 2.7762 0.001
C -2.5106 -0.1795 1.9887 0.001
O -1.8817 -0.6960 0.9385 0.008
H -5.3531 -0.2970 3.8313 0.000
H -1.8860 2.5408 5.6664 0.000
H 0.4312 3.0062 4.8893 0.000
H 1.1948 2.0797 2.7239 0.000
C -1.8592 3.6900 -0.7529 0.000
C -0.4348 3.6340 -0.2074 0.003
C -0.3986 4.1675 1.2206 0.000
P 0.4379 2.0406 -0.5296 0.005
C 0.4625 1.8915 -2.3604 0.004
C 0.6673 3.2320 -3.0719 0.000
C 1.5145 0.8961 -2.8439 0.001
C 2.1189 2.3254 0.0786 0.076
C 2.8594 3.4909 -0.0422 -0.006
C 4.1244 3.5999 0.5326 0.091
C 4.9384 4.8517 0.3899 0.016
C 4.6186 2.5097 1.2604 -0.015
C 3.9040 1.3396 1.3921 0.073
C 2.6461 1.2282 0.7777 0.010
N 1.8539 0.0955 0.8779 0.386
C 2.4783 -1.1403 1.1964 0.032
C 3.5316 -1.6268 0.3931 0.042
C 4.0254 -0.9571 -0.8612 0.003
C 4.1280 -2.8312 0.7403 -0.004
C 3.7425 -3.5548 1.8564 0.038
C 4.3987 -4.8558 2.2129 0.007
C 2.7031 -3.0511 2.6315 -0.003
C 2.0437 -1.8787 2.3185 0.035
C 0.9274 -1.4412 3.2268 0.001
H -2.2245 4.7136 -0.6544 0.000
H -2.5218 3.0345 -0.1912 0.000
H -1.9400 3.4024 -1.7970 0.000
H 0.1924 4.2994 -0.8131 0.000
H -1.1098 3.6422 1.8564 0.000
H -0.7075 5.2136 1.1960 0.000
H 0.5933 4.1287 1.6720 0.000
H -0.5326 1.5065 -2.5959 0.000
H 1.6176 3.6945 -2.7932 0.000
H -0.1403 3.9404 -2.9042 0.000
H 0.7067 3.0381 -4.1444 0.000
H 2.5184 1.3095 -2.7241 0.000
H 1.3601 0.7224 -3.9102 0.000
H 1.4500 -0.0619 -2.3332 0.000
H 2.4552 4.3396 -0.5812 -0.002
H 4.3664 5.6488 -0.0811 0.000
H 5.8237 4.6645 -0.2206 0.006
H 5.2847 5.2044 1.3619 0.004
H 5.5856 2.5941 1.7416 -0.002
H 4.2941 0.5147 1.9732 0.003
H 3.2889 -0.2953 -1.2994 0.000
H 4.2783 -1.7163 -1.6008 0.000
H 4.9283 -0.3737 -0.6703 0.001
H 4.9186 -3.2152 0.1054 0.000
H 5.2812 -5.0380 1.6025 0.000
H 3.7046 -5.6846 2.0619 0.003
H 4.6956 -4.8680 3.2619 0.001
H 2.3849 -3.6037 3.5077 0.000
H 0.8920 -2.0946 4.0963 0.000
H -0.0439 -1.5252 2.7333 0.000
H 1.0596 -0.4196 3.5846 0.001
O 0.1185 -3.0538 0.0925 0.002
C -0.3890 -2.3606 -0.7561 0.001
O -0.0649 -1.1188 -1.0455 0.004
C -1.4633 -2.9681 -1.6586 0.000
N -2.0229 -1.9250 -2.5761 0.000
C -1.9403 -2.4327 -3.9826 0.000
C -0.7442 -3.3678 -3.9285 0.000
C -0.9305 -4.0740 -2.5837 0.000
H -2.2519 -3.3153 -0.9943 0.000
H -1.4438 -1.0830 -2.4573 0.000
H -2.9727 -1.6072 -2.3416 0.000
H -1.8637 -1.5851 -4.6566 0.000
H -2.8613 -2.9753 -4.1908 0.000
H 0.1847 -2.7922 -3.9403 0.000
H -0.7252 -4.0552 -4.7710 0.000
H -0.0171 -4.5047 -2.1803 0.000
H -1.6661 -4.8733 -2.6740 0.000
F -2.4190 0.8779 -1.4029 0.002
B -3.2470 0.9113 -2.5722 0.000
F -3.9490 2.0849 -2.6426 0.000
F -2.3685 0.7549 -3.6762 0.000
F -4.1002 -0.2157 -2.5174 0.000
```

Summary:
- Charge: +1
- Spin multiplicity: 2
- Frontier orbital gap (alpha / beta): 0.2576 / 0.2104 Ha
- HOMO (alpha / beta): -0.3920 / -0.3945 Eh
- Energy above the lowest of the compared OMol25 structures with the same formula, charge and spin: 0.000 eV
- LUMO level (alpha / beta): -0.13436 / -0.18410 Eh

=====

Entry 5:
Density functional theory data (wB97M-V/def2-TZVPD) for C6H20Si3 as an isolated structure.

```
29
Properties=species:S:1:pos:R:3:mulliken_charge:R:1
C 0.3245 2.6165 -0.2017 -1.090
C -0.4146 -2.8390 -1.3137 -0.918
C -2.7367 0.3744 0.8591 -1.278
C 0.6673 1.5116 -1.1556 -0.484
C 0.0547 -1.4859 -1.8394 -0.538
C -1.9999 0.2053 -0.4620 -0.346
Si 3.1466 -0.0702 1.9522 0.553
Si 0.8995 -0.5523 2.1061 0.294
Si -0.1444 -0.0811 -0.4346 -0.241
H 0.6043 3.5355 -0.6260 0.431
H -0.7652 2.7437 -0.2363 0.239
H 0.8567 2.5106 0.7533 0.230
H -1.2262 -3.1269 -1.9346 0.314
H 0.3213 -3.7182 -1.4928 0.258
H -0.6549 -2.6358 -0.2341 0.190
H -3.8235 0.6082 0.8825 0.345
H -2.5465 -0.3323 1.7082 0.305
H -2.3152 1.2645 1.3492 0.321
H 1.7353 1.2520 -1.2351 0.330
H 0.4720 1.7923 -2.2213 0.398
H -0.5982 -1.1598 -2.6699 0.379
H 1.1654 -1.4945 -2.1259 0.302
H -2.2832 1.1083 -1.0814 0.397
H -2.4190 -0.7666 -0.8210 0.334
H 3.6845 -0.0319 0.6457 -0.160
H 4.1542 -0.9127 2.4279 -0.203
H 3.4920 1.2473 2.3856 -0.156
H 0.3847 -1.9871 2.4047 -0.088
H -0.0355 0.4238 2.6105 -0.117
```

Summary:
- Frontier orbital gap: 0.3295 Ha
- HOMO: -0.3165 Eh
- Energy above the lowest of the compared OMol25 structures with the same formula, charge and spin: 1.960 eV
- LUMO level: 0.01296 Eh

=====

Entry 6:
Density functional theory data (wB97M-V/def2-TZVPD) for a 11-piece molecular cluster, C33H43F9O29 overall.

```
114
Properties=species:S:1:pos:R:3:mulliken_charge:R:1
O 3.6261 1.4073 -0.5797 -0.344
C 4.3606 2.2123 -0.0470 0.129
O 5.6742 2.1010 0.1392 -0.403
C 6.1391 3.2741 0.8802 -0.496
C 4.9781 4.2092 0.7616 0.298
F 5.2390 5.1308 -0.1863 -0.334
O 3.9241 3.4032 0.4219 -0.020
H 6.4305 3.0361 1.9062 0.298
H 6.9711 3.6594 0.2978 0.302
H 4.6672 4.7927 1.6290 0.309
O 1.6656 -0.2241 -3.1315 -0.308
C 0.7059 -0.6414 -3.6919 0.077
O 0.6502 -1.1227 -4.9403 -0.454
C -0.7115 -1.5513 -5.1884 -0.719
C -1.4137 -1.5179 -3.8992 0.547
F -1.4168 -2.7591 -3.3653 -0.315
O -0.6204 -0.6630 -3.1952 0.421
H -1.1160 -0.8362 -5.8778 0.334
H -0.6503 -2.5375 -5.5861 0.355
H -2.4188 -1.1505 -3.9158 0.136
O 1.8766 -5.0543 1.2127 -0.585
C 1.2513 -4.6903 0.1987 0.274
O 1.6361 -4.8365 -1.0513 -0.370
C 0.9138 -3.9486 -1.8789 -0.060
C -0.3325 -3.7761 -1.0145 1.866
F -1.1979 -4.7624 -1.4068 -0.415
O 0.1120 -3.9360 0.2891 -0.018
H 1.5305 -3.0310 -1.9253 -0.170
H 0.6735 -4.4235 -2.8120 0.437
H -0.7608 -2.7740 -1.0884 -1.004
O 2.4389 7.4135 3.2528 -0.476
C 1.6675 6.6861 2.7394 0.550
O 0.4308 7.0236 2.3344 -0.338
C -0.2680 5.8414 1.8738 -0.398
C 0.8129 4.8040 1.7644 0.511
F 1.2684 4.8911 0.4390 -0.248
O 1.8161 5.2770 2.5909 -0.377
H -0.9236 5.5304 2.6426 0.345
H -0.7447 6.1219 0.9453 0.253
H 0.6117 3.7440 2.0208 0.268
O -7.1105 2.4650 -3.3753 -0.503
C -6.1674 1.9062 -2.9512 0.490
O -6.0439 1.0415 -1.9286 -0.403
C -4.7577 0.4507 -1.8953 0.236
C -4.0457 1.1218 -3.0437 1.359
F -3.7720 0.1614 -4.0346 -0.461
O -4.9195 1.9919 -3.5790 -0.429
H -4.2720 0.6058 -0.9225 -0.392
H -4.7481 -0.6171 -1.9674 0.250
H -3.1349 1.5915 -2.7827 -0.104
O 3.9224 -3.3465 4.9283 -0.547
C 2.8403 -3.4317 4.4718 0.584
O 2.0755 -4.5020 4.4729 -0.359
C 0.7288 -4.1163 4.1029 -0.365
C 0.8745 -2.6991 3.4966 1.501
F 0.0268 -1.8585 4.1162 -0.336
O 2.2005 -2.4138 3.8769 -0.428
H 0.4371 -4.8700 3.3558 0.243
H 0.0782 -4.0796 4.9739 0.340
H 0.7231 -2.5632 2.4415 -0.569
O -1.6406 3.4157 -2.1409 -0.486
C -0.6609 4.0690 -2.5342 0.537
O -0.2616 5.2226 -1.9763 -0.324
C 1.0156 5.5544 -2.5450 -0.377
C 1.4483 4.3077 -3.3116 0.244
F 2.3089 3.5655 -2.5715 -0.214
O 0.2496 3.6091 -3.4288 -0.254
H 0.9102 6.4383 -3.2112 0.367
H 1.7015 5.7349 -1.7245 0.154
H 1.8861 4.4860 -4.2701 0.310
O -7.0277 -0.9058 1.3916 -0.555
C -6.0461 -0.2800 1.6852 0.450
O -5.0037 -0.1180 0.8880 0.053
C -3.8704 0.4721 1.5931 0.370
C -4.5172 0.8268 2.9071 0.326
F -4.4342 2.1864 3.0648 -0.370
O -5.8239 0.3009 2.9106 -0.357
H -3.1527 -0.3409 1.6760 -0.568
H -3.6051 1.3888 1.0611 0.264
H -3.9354 0.4535 3.7354 0.367
O -1.8119 -0.7756 -0.5008 -0.355
C -0.7623 -0.2631 -0.3385 -1.323
O -0.5402 1.0665 -0.4821 -0.119
C 0.9416 1.2708 -0.4680 0.525
C 1.4122 -0.0540 0.2000 2.101
F 1.4889 0.1889 1.5678 -0.468
O 0.3704 -0.9616 -0.0783 1.390
H 1.2701 1.3934 -1.4914 -0.033
H 1.1997 2.1809 0.1039 -0.245
H 2.3344 -0.4390 -0.1976 -1.289
C 5.8484 -2.2947 -1.2636 -1.291
C 4.4474 -2.6789 -0.7688 0.432
C 4.0755 -2.5266 0.7524 -0.323
O 3.5243 -1.8657 -1.5226 -0.386
H 6.0989 -2.6698 -2.2610 0.325
H 6.6654 -2.5743 -0.5956 0.388
H 5.8778 -1.2000 -1.2309 0.210
H 4.2319 -3.7385 -1.1262 0.162
H 3.0871 -2.8900 0.9929 -0.310
H 3.9554 -1.4529 0.9268 0.029
H 4.8144 -2.8598 1.4974 0.539
H 3.7763 -0.9396 -1.4958 0.123
C -4.2150 -3.2033 1.0615 -0.892
C -4.2424 -3.3853 2.5500 0.412
C -2.7562 -3.5511 2.9997 -1.360
O -4.8573 -2.3061 3.2410 -0.550
H -5.1679 -2.9753 0.6210 0.370
H -3.7587 -4.0938 0.5900 0.513
H -3.5713 -2.3709 0.8981 -0.167
H -4.7844 -4.2954 2.8145 0.383
H -2.2404 -2.6125 2.9892 0.251
H -2.2247 -4.1469 2.2583 0.272
H -2.6709 -4.0892 3.9358 0.447
H -5.7891 -2.4342 3.3076 0.339
```

Summary:
- SMILES: O=C1OC[C@@H](F)O1.O=C1OC[C@@H](F)O1.O=C1OC[C@@H](F)O1.O=C1OC[C@@H](F)O1.O=C1OC[C@@H](F)O1.O=C1OC[C@@H](F)O1.O=C1OC[C@@H](F)O1.O=C1OC[C@@H](F)O1.O=C1OC[C@@H](F)O1.CC(C)O.CC(C)O
- Frontier orbital gap: 0.3873 Ha
- HOMO: -0.3856 Eh
- Energy above the lowest of the compared OMol25 structures with the same formula, charge and spin: 0.101 eV
- LUMO level: 0.00169 Eh